Entry 1:
C29H19N6O2SeSn | the ωB97M-V functional and the def2-TZVPD basis

Cartesian coordinates (Å):
Sn (-1.1510, 0.5444, -1.7775)
C (2.7055, 0.9932, -5.2936)
O (2.5797, 0.6032, -3.8990)
C (3.0916, -0.5214, -3.4961)
C (3.6637, -1.4916, -4.3331)
C (4.1642, -2.6424, -3.7798)
C (4.1413, -2.9094, -2.3783)
C (3.6144, -1.9939, -1.5380)
C (3.0758, -0.7712, -2.0657)
N (2.6340, 0.2195, -1.3127)
N (2.7774, 0.2911, -0.0805)
C (2.0935, 0.3283, 0.9941)
C (0.6256, 0.0055, 0.9400)
O (0.1017, -0.2516, -0.1842)
C (-0.0833, -0.0036, 2.1517)
C (0.5568, 0.2885, 3.3279)
C (1.9361, 0.6420, 3.4286)
C (2.5025, 0.9493, 4.6686)
C (3.8404, 1.2995, 4.7513)
C (4.6148, 1.3416, 3.5999)
C (4.0669, 1.0292, 2.3573)
C (2.7308, 0.6821, 2.2668)
H (3.7565, 1.0194, -5.5740)
H (2.2815, 1.9886, -5.3474)
H (2.1464, 0.3054, -5.9248)
H (3.7148, -1.3385, -5.4002)
H (4.6058, -3.3807, -4.4382)
H (4.5662, -3.8301, -2.0048)
H (3.6100, -2.1485, -0.4666)
H (-1.1322, -0.2672, 2.1303)
H (-0.0128, 0.2541, 4.2508)
H (1.8907, 0.9112, 5.5611)
H (4.2798, 1.5379, 5.7099)
H (5.6588, 1.6173, 3.6643)
H (4.6894, 1.0580, 1.4726)
Se (-7.4614, -0.2740, 2.7533)
N (-6.6234, -1.3642, 1.6381)
C (-5.5997, -0.7056, 1.1545)
C (-4.6705, -1.2654, 0.1846)
C (-4.7930, -2.5559, -0.3455)
C (-3.8784, -2.9945, -1.2793)
C (-2.8541, -2.1430, -1.6720)
N (-2.7229, -0.9158, -1.1665)
C (-3.6159, -0.4698, -0.2521)
C (-3.4420, 0.8944, 0.2351)
N (-2.3960, 1.6002, -0.2583)
C (-2.2167, 2.8682, 0.1207)
C (-3.0649, 3.4920, 1.0248)
C (-4.1290, 2.7831, 1.5426)
C (-4.3317, 1.4555, 1.1471)
C (-5.4349, 0.6364, 1.6258)
N (-6.3275, 1.0597, 2.4858)
H (-5.6117, -3.1839, -0.0173)
H (-3.9482, -3.9807, -1.7155)
H (-2.1263, -2.4518, -2.4123)
H (-1.3800, 3.3996, -0.3169)
H (-2.8880, 4.5221, 1.2992)
H (-4.8208, 3.2338, 2.2434)

Cartesian forces, eV/Å:
-0.07 -0.07 0.06
0.01 0.02 -0.04
0.00 0.02 0.01
0.01 -0.05 0.00
0.00 0.00 0.02
0.00 0.00 -0.01
-0.01 0.01 0.02
0.02 -0.03 0.00
-0.02 0.07 -0.02
-0.02 -0.02 -0.02
0.07 0.02 0.05
-0.13 -0.07 -0.10
-0.07 -0.10 0.20
0.27 0.13 -0.15
-0.02 0.04 -0.12
0.04 0.00 0.06
-0.03 0.00 0.01
0.01 0.00 0.00
0.00 0.00 0.01
-0.01 0.00 0.00
0.00 -0.01 0.01
0.03 0.01 -0.01
0.00 -0.01 0.01
-0.01 -0.01 0.00
-0.01 0.00 0.01
0.00 0.00 0.00
0.00 0.00 0.01
0.00 0.00 -0.01
0.00 0.01 0.00
0.00 0.00 0.01
-0.01 0.00 0.00
0.00 0.00 0.00
0.00 0.00 0.00
0.00 0.00 0.00
0.00 0.00 0.00
0.01 0.01 -0.03
0.01 0.02 0.01
-0.03 0.00 0.02
0.04 0.01 -0.02
0.01 0.00 0.00
0.00 -0.01 0.00
0.00 -0.01 0.00
-0.02 0.02 -0.01
-0.01 -0.01 0.00
0.00 0.03 0.02
-0.05 0.01 0.01
0.01 -0.01 -0.01
-0.01 0.01 0.01
0.00 0.00 0.00
0.03 0.00 -0.03
-0.04 0.00 0.00
0.01 -0.03 0.02
0.00 0.00 0.00
-0.01 0.00 0.00
0.00 0.00 0.00
0.00 0.00 0.00
0.00 0.00 0.00
0.00 0.00 0.00

## Properties
Maximum force = 0.3 eV/Å
E_LUMO = -10.310 eV
HOMO-LUMO gap = 6.0 eV
Total charge = +3

---

Entry 2:
C29H20AsBrN2O3PtS | the ωB97M-V functional and the def2-TZVPD basis

Cartesian coordinates (Å):
Pt (1.5267, 0.0193, -1.6318)
O (1.1270, 1.9089, -2.2945)
N (2.2010, 2.5933, -2.7225)
C (1.9393, 3.6921, -3.4614)
C (2.9518, 4.5082, -3.8754)
C (4.2645, 4.1819, -3.5142)
C (4.5046, 3.0545, -2.7747)
C (3.4492, 2.2177, -2.3731)
S (3.6823, 0.7628, -1.4864)
H (0.8905, 3.8409, -3.6662)
H (2.7227, 5.3804, -4.4675)
H (5.0870, 4.8105, -3.8251)
H (5.5056, 2.7664, -2.4895)
C (2.3933, 0.1266, 5.2761)
C (2.8808, -0.7290, 4.2981)
C (2.3490, -0.6919, 3.0174)
C (1.3106, 0.1828, 2.7129)
C (0.8292, 1.0423, 3.6927)
C (1.3719, 1.0139, 4.9703)
As (0.6280, 0.1378, 0.8825)
C (-0.8055, -1.1502, 1.1180)
C (-0.6853, -2.5243, 1.2389)
C (-1.8301, -3.3013, 1.3603)
C (-3.0838, -2.7033, 1.3359)
C (-3.2063, -1.3274, 1.2026)
C (-2.0647, -0.5396, 1.1026)
C (-2.0325, 0.9323, 0.9896)
C (-3.1417, 1.7706, 0.9485)
C (-2.9659, 3.1422, 0.8503)
C (-1.6901, 3.6890, 0.7809)
C (-0.5772, 2.8597, 0.8062)
C (-0.7500, 1.4901, 0.9234)
H (2.8117, 0.1040, 6.2737)
H (3.6816, -1.4196, 4.5288)
H (2.7498, -1.3466, 2.2501)
H (0.0222, 1.7291, 3.4666)
H (0.9901, 1.6844, 5.7296)
H (0.2915, -2.9946, 1.2330)
H (-1.7456, -4.3760, 1.4574)
H (-3.9730, -3.3151, 1.4135)
H (-4.1904, -0.8767, 1.1829)
H (-4.1422, 1.3598, 0.9942)
H (-3.8308, 3.7921, 0.8231)
H (-1.5650, 4.7609, 0.6994)
H (0.4181, 3.2815, 0.7301)
Br (-5.0193, -3.5257, -2.3640)
C (-3.1543, -3.8276, -2.3854)
C (-2.6692, -5.1210, -2.5290)
N (-1.3730, -5.4060, -2.5342)
C (-0.5160, -4.4012, -2.3871)
C (-0.9164, -3.0798, -2.2395)
C (-2.2713, -2.7776, -2.2417)
C (0.0793, -2.0028, -2.0343)
O (1.2659, -2.2449, -1.7376)
O (-0.3032, -0.7983, -2.1212)
H (-3.3563, -5.9515, -2.6410)
H (0.5384, -4.6468, -2.3798)
H (-2.6044, -1.7570, -2.1128)

Cartesian forces, eV/Å:
0.22 0.02 -0.95
0.07 -0.19 0.00
0.13 0.01 0.14
0.03 0.05 -0.01
-0.03 -0.02 0.00
0.02 -0.01 0.00
-0.03 0.00 -0.01
-0.04 0.03 -0.03
-0.14 -0.03 0.03
-0.01 0.01 0.00
0.00 0.01 -0.01
0.01 0.01 0.00
0.02 -0.01 0.01
0.01 -0.02 -0.01
0.00 0.00 0.01
0.02 0.00 -0.01
0.02 0.06 -0.02
-0.06 0.00 0.03
-0.02 0.01 0.00
-0.12 -0.20 0.62
-0.04 0.03 0.01
0.02 -0.01 -0.02
-0.01 -0.03 -0.03
0.00 0.00 -0.04
0.01 -0.01 0.00
0.03 -0.05 0.00
0.01 0.05 -0.01
0.01 0.00 0.00
0.00 0.00 0.00
0.01 0.01 0.00
0.01 0.01 -0.01
-0.03 -0.01 -0.05
0.01 0.00 0.01
0.01 0.00 0.01
-0.01 0.01 0.01
0.02 0.00 0.00
0.00 0.01 0.01
0.00 0.01 0.00
0.00 -0.01 0.00
-0.02 -0.01 0.00
-0.01 0.01 0.00
-0.01 -0.01 0.00
-0.01 0.00 0.00
0.00 0.01 0.00
0.00 0.00 0.00
0.00 0.00 0.01
0.02 0.00 0.02
-0.09 0.03 0.00
0.04 -0.05 0.00
0.01 0.05 0.04
-0.04 -0.07 0.00
0.02 -0.03 0.01
-0.37 -0.31 0.08
0.71 0.06 0.23
-0.42 0.56 -0.07
-0.01 0.00 0.00
0.02 0.00 0.00
0.00 0.00 -0.01

## Properties
Maximum force = 1.0 eV/Å
E_LUMO = 0.032 eV
HOMO-LUMO gap = 7.2 eV

---

Entry 3:
C29H20BCl2FN2O7Y | the ωB97M-V functional and the def2-TZVPD basis

Cartesian coordinates (Å):
Y (-0.3530, -1.3648, 1.2041)
Cl (4.3445, 1.5242, 6.2069)
C (3.0272, 0.7658, 5.3661)
C (2.7417, -0.5808, 5.6148)
C (1.7170, -1.1888, 4.9488)
C (0.9305, -0.5111, 3.9671)
O (-0.0217, -1.1136, 3.3827)
C (1.2582, 0.8758, 3.7307)
C (0.5666, 1.6651, 2.7679)
N (-0.1855, 1.1894, 1.8338)
C (-0.7835, 2.0073, 0.9004)
C (-0.2368, 3.1824, 0.4091)
C (-0.8817, 3.9110, -0.5910)
C (-2.0815, 3.4994, -1.1094)
C (-2.6854, 2.3190, -0.6335)
C (-3.9229, 1.8344, -1.1043)
C (-4.4520, 0.6978, -0.5512)
C (-3.7227, 0.0156, 0.4353)
N (-2.5502, 0.4127, 0.8693)
C (-2.0336, 1.5584, 0.3726)
C (2.2893, 1.4862, 4.4662)
H (3.3297, -1.1232, 6.3388)
H (1.4867, -2.2302, 5.1205)
H (0.6927, 2.7525, 2.8738)
H (0.7162, 3.5279, 0.7801)
H (-0.4168, 4.8130, -0.9615)
H (-2.5744, 4.0701, -1.8842)
H (-4.4336, 2.3655, -1.8978)
H (-5.4083, 0.3150, -0.8751)
H (-4.1008, -0.8985, 0.8777)
H (2.5238, 2.5267, 4.2890)
O (-1.9680, -5.1284, 2.5211)
Cl (-1.5955, -4.1021, 1.6205)
O (-1.9305, -4.4590, 0.2884)
O (-2.2884, -2.8871, 1.9536)
O (-0.1825, -3.8681, 1.7084)
F (2.3591, 1.8509, -3.6301)
C (2.3784, 1.0760, -2.5004)
C (2.4224, -0.3024, -2.6193)
C (2.4260, -1.0742, -1.4804)
C (2.3672, -0.5027, -0.1879)
C (2.1900, -1.3018, 0.9835)
C (2.4208, 0.9099, -0.1242)
C (2.3977, 1.6887, -1.2587)
H (2.4505, -0.7610, -3.5963)
H (2.4632, -2.1503, -1.5702)
H (2.5906, -0.8592, 1.8955)
H (2.4412, -2.3585, 0.8730)
H (2.4711, 1.3780, 0.8497)
H (2.3861, 2.7677, -1.2023)
O (-0.1275, -2.4112, -1.8738)
B (-0.7404, -1.5214, -0.9795)
O (-1.4283, -0.5639, -1.7778)
C (-1.2147, -0.8732, -3.0748)
C (-1.6555, -0.2435, -4.2205)
C (-1.2565, -0.7839, -5.4336)
C (-0.4403, -1.9049, -5.4905)
C (0.0105, -2.5379, -4.3408)
C (-0.4045, -2.0152, -3.1327)
H (-2.2629, 0.6441, -4.1639)
H (-1.5901, -0.3290, -6.3542)
H (-0.1425, -2.2915, -6.4535)
H (0.6729, -3.3891, -4.3772)

Cartesian forces, eV/Å:
0.93 0.67 5.26
0.23 0.15 0.19
-0.10 0.20 -0.11
-0.12 0.12 -0.11
-0.12 -0.04 -0.16
0.43 0.58 0.53
-0.16 -0.11 0.35
0.08 -0.70 0.33
-0.46 0.09 -0.33
0.67 -0.78 0.42
-0.21 1.00 -0.65
-0.11 -0.66 0.41
-0.42 0.16 -0.32
0.22 0.14 0.04
0.14 -0.24 0.29
-0.05 -0.30 0.20
-0.04 0.36 -0.23
0.23 -0.09 0.16
0.05 -0.52 0.00
0.09 0.46 -0.24
0.03 -0.22 0.04
0.08 -0.07 0.06
-0.05 -0.06 0.02
-0.06 -0.10 -0.12
0.12 -0.06 0.02
0.03 0.07 -0.06
-0.03 0.02 -0.07
-0.05 0.03 0.01
-0.03 -0.07 -0.02
-0.02 -0.08 -0.09
0.02 0.10 -0.01
-0.08 -0.30 0.59
-1.26 -2.51 -0.56
-0.10 -0.14 -0.67
-0.05 1.97 0.30
1.45 1.19 0.00
-0.02 -0.07 0.12
0.06 0.04 0.12
0.03 0.41 -0.23
0.10 0.17 0.41
0.26 0.43 -0.67
-0.78 -0.49 0.66
-0.07 -0.55 0.12
0.01 0.10 -0.69
-0.02 0.01 -0.14
-0.07 -0.07 0.01
0.03 -0.11 0.03
0.18 0.05 0.02
-0.05 0.05 0.07
0.07 0.11 -0.01
0.17 -0.68 -0.15
-0.89 -0.02 -4.45
-0.31 0.34 0.06
0.39 -0.58 -0.54
0.04 0.03 0.44
0.01 -0.12 -0.22
-0.01 0.04 -0.22
0.04 -0.05 0.44
-0.41 0.63 -0.44
-0.14 0.15 0.00
0.00 0.08 -0.09
0.04 -0.03 -0.11
0.01 -0.13 -0.02

## Properties
Maximum force = 5.4 eV/Å
E_LUMO = 1.620 eV
HOMO-LUMO gap = 5.5 eV
Total charge = -1